7 unconnected molecules or ions with the total composition C28H46Br13N4O5P, computed with ωB97M-V/def2-TZVPD.

Geometry (Å):
H -4.58952 1.48458 -4.16137
N -5.02730 1.02901 -3.35957
C -5.43109 -0.12383 -3.70807
C -5.22117 -0.60081 -5.14548
C -6.15268 -0.95197 -2.65576
N -5.34866 -2.04750 -2.09870
C -4.98081 -2.02943 -0.74104
O -5.73152 -1.94096 0.19658
C -3.45378 -2.17029 -0.79408
C -2.47013 -1.97170 0.12331
Br -2.86820 -1.44901 1.92368
C -1.13130 -2.14806 -0.20297
O -0.23401 -1.89438 0.77191
C 0.83112 -0.99542 0.39757
C 0.39194 0.40454 -0.08799
N 1.31143 0.81959 -1.19749
C 0.55002 1.21661 -2.38501
C 1.41477 1.21455 -3.66264
C 1.79915 -0.24867 -3.98937
O 0.62038 1.69269 -4.74382
C -0.82828 -2.57175 -1.48329
O 0.48025 -2.79588 -1.81141
C -1.80591 -2.77363 -2.45364
P -1.45462 -3.26856 -4.17807
N -1.36349 -1.99981 -5.11666
C -3.10043 -2.56125 -2.07885
C -4.39624 -2.69379 -2.87243
O -4.52850 -3.28290 -3.91874
H -5.82296 -1.47762 -5.38690
H -5.32914 0.21670 -5.85598
H -4.17573 -0.93452 -5.20449
H -7.06506 -1.37121 -3.09726
H -6.48164 -0.26246 -1.87946
H 1.51847 -1.41707 -0.32756
H 1.42530 -0.85703 1.30525
H -0.63199 0.44725 -0.50537
H 0.42918 1.12537 0.73107
H 1.77123 1.65757 -0.85979
H 0.19884 2.25746 -2.29854
H -0.29423 0.55332 -2.59164
H 2.31921 1.81989 -3.52789
H 2.53085 -0.57257 -3.23760
H 2.21120 -0.31828 -5.00381
H 0.87323 -0.82821 -3.96014
H 0.65177 1.04855 -5.45222
H 0.53151 -3.55722 -2.39686
H -2.53506 -4.05283 -4.61318
H -0.22827 -3.97640 -4.17682
H -0.45168 -1.95166 -5.55732
Br -2.57166 5.02603 2.15219
C -3.67584 3.42848 2.04735
C -2.83227 2.21090 1.78470
Br -2.26336 2.12217 -0.07341
H -4.42267 3.60783 1.28063
H -4.16541 3.35037 3.01622
H -3.40479 1.30389 1.95113
H -1.93063 2.18535 2.39121
Br -0.90831 4.69459 5.91893
C 0.83558 5.40540 5.43419
C 1.13989 5.15318 3.98065
Br 1.64745 3.30176 3.66529
H 1.55957 4.95492 6.10582
H 0.77659 6.47384 5.63229
H 1.99810 5.74034 3.66147
H 0.29687 5.36177 3.32839
Br 6.24428 -2.15938 1.20513
C 5.48668 -3.09057 -0.32600
C 5.47455 -2.21701 -1.55235
Br 4.04387 -0.89723 -1.46873
H 4.49548 -3.42427 -0.03369
H 6.12768 -3.95671 -0.47959
H 5.26651 -2.81011 -2.44129
H 6.40247 -1.67141 -1.69315
Br 9.95312 -3.34778 2.49552
C 9.93042 -2.95119 4.40020
C 8.56203 -2.52818 4.86478
Br 8.16162 -0.69615 4.34413
H 10.68778 -2.19320 4.57252
H 10.22834 -3.87724 4.88763
H 8.51222 -2.53264 5.95175
H 7.76637 -3.14923 4.46485
Br 4.66354 5.21211 3.00040
C 5.26596 6.95721 2.38271
C 4.10473 7.87440 2.10599
Br 3.22212 7.42858 0.43030
H 5.88859 6.78464 1.51073
H 5.87872 7.35258 3.19044
H 4.44836 8.89953 1.98463
H 3.34454 7.83883 2.88024
Br -8.74366 -4.97028 4.19697
C -6.97147 -4.27999 3.77898
C -6.64525 -4.43545 2.31867
Br -6.18057 -6.28603 1.89645
H -6.27128 -4.79768 4.42675
H -7.00490 -3.22685 4.05022
H -5.76987 -3.84369 2.06026
H -7.46960 -4.15943 1.66962

Force components x, y, z for each atom (eV/Å):
H 0.03 0.14 0.10
N -0.15 -0.26 0.33
C 0.30 0.66 -0.68
C 0.45 -0.72 0.82
C -1.20 -0.40 -0.77
N -1.03 0.31 -0.14
C 1.16 0.25 0.25
O 0.54 0.25 -0.71
C -0.97 -0.25 -0.18
C -0.37 0.27 1.47
Br 0.01 -0.25 -0.60
C -0.08 0.52 0.69
O 0.42 0.03 -0.57
C 0.59 0.78 0.51
C 0.27 -0.59 -0.97
N -0.65 0.23 0.61
C 0.68 1.08 -0.91
C -0.24 -1.82 -0.28
C 0.16 0.88 0.43
O -0.06 0.77 0.35
C 0.97 -0.43 -0.92
O 0.09 0.04 0.48
C -0.11 -1.04 -0.39
P 0.06 1.97 -1.15
N 0.23 -0.46 0.23
C -1.50 -0.18 0.12
C 1.70 -0.34 0.19
O -0.52 0.78 0.36
H -0.12 0.25 -0.17
H -0.27 -0.04 0.07
H -0.12 0.01 -0.15
H 0.11 0.06 -0.04
H 0.33 -0.27 0.26
H -0.35 -0.25 -0.21
H -0.23 -0.25 0.07
H 0.74 -0.64 0.58
H -0.07 -0.08 -0.02
H 0.27 -0.10 -0.16
H -0.42 -0.26 0.10
H 0.04 -0.01 0.26
H -0.15 0.13 -0.07
H -0.57 -0.27 -0.71
H 0.20 0.02 0.19
H 0.15 -0.18 0.13
H -0.02 -0.05 -0.03
H 0.09 0.04 -0.09
H 0.43 -0.58 0.71
H -0.43 -0.55 0.33
H -0.08 0.27 -0.08
Br -0.06 0.11 -0.10
C 0.13 0.12 0.23
C -0.08 -0.07 -0.16
Br -0.68 0.54 0.06
H 0.05 -0.06 -0.05
H 0.04 -0.04 0.00
H -0.07 0.01 0.00
H -0.03 0.05 0.03
Br 0.02 -0.05 0.11
C -0.23 0.07 -0.04
C 0.15 -0.06 -0.04
Br -0.14 0.00 -0.02
H 0.03 -0.03 -0.07
H 0.01 0.00 -0.06
H 0.03 -0.02 0.03
H -0.04 -0.02 0.07
Br -0.08 0.01 0.02
C 0.27 -0.04 0.14
C -0.24 0.10 -0.11
Br 0.45 -0.12 0.42
H -0.02 0.05 -0.07
H 0.00 0.02 -0.05
H 0.02 -0.04 0.04
H 0.03 -0.06 0.07
Br 0.05 0.07 0.03
C -0.01 -0.25 -0.14
C 0.00 0.24 0.14
Br -0.05 -0.07 -0.07
H -0.06 0.04 0.02
H -0.05 0.02 0.04
H 0.04 -0.03 -0.01
H 0.06 -0.03 -0.05
Br 0.10 0.05 -0.11
C 0.03 -0.13 0.30
C 0.03 0.11 -0.30
Br -0.06 -0.04 0.09
H -0.06 0.05 -0.04
H -0.03 0.05 -0.02
H 0.04 -0.02 0.03
H 0.05 -0.02 0.04
Br 0.06 -0.05 0.04
C -0.24 0.14 0.04
C 0.26 -0.17 0.00
Br -0.07 0.14 -0.04
H 0.02 -0.02 -0.06
H 0.02 0.01 -0.06
H -0.02 0.01 0.01
H -0.01 0.01 0.03

SMILES: [H]/N=C(\C)CN1C(=O)c2c(Br)c(OCCNC[C@@H](C)O)c(O)c([PH2]=N)c2C1=O.BrCCBr.BrCCBr.BrCCBr.BrCCBr.BrCCBr.BrCCBr
E_HOMO (eV): -8.85
LUMO energy (eV): -0.54

Here are the Löwdin charges for atoms 1 to 8, given in e: number 1, H, carries 0.060; number 2, N, carries 0.150; number 3, C, carries -0.386; number 4, C, carries -0.037; number 5, C, carries -0.065; number 6, N, carries 0.051; number 7, C, carries -0.321; number 8, O, carries 0.117

A single C3H4N2O molecule, computed with ωB97M-V/def2-TZVPD.

Geometry (Å):
O 0.60446 -1.76654 0.71475
C 0.26146 -0.73124 -0.05614
C -0.86222 -0.04340 -0.45431
C -0.60911 1.25741 0.18637
N 0.62442 1.44935 0.51406
N 1.28799 0.26481 0.04617
H 0.21620 -2.63790 0.63213
H -1.62856 -0.23070 -1.18528
H -1.37803 1.94312 0.54791
H 1.48339 0.49509 -0.94567

Force components x, y, z for each atom (eV/Å):
O 0.67 -0.38 -1.10
C 0.06 1.08 0.49
C -0.45 -0.19 0.24
C 0.02 0.07 -0.38
N -0.34 0.32 -0.60
N 0.94 0.06 0.90
H -0.78 -0.03 -0.49
H -0.71 -0.66 0.82
H 0.12 -0.05 -0.53
H 0.48 -0.22 0.65

SMILES: Oc1ccn[nH]1
E_HOMO (eV): -8.61
LUMO energy (eV): 0.11
Energy above the lowest of the compared OMol25 structures with the same formula, charge and spin (kJ/mol): 422.9

Here are the Löwdin charges for atoms 1 to 8, given in e: number 1, O, carries 0.128; number 2, C, carries -0.354; number 3, C, carries -0.024; number 4, C, carries -0.185; number 5, N, carries 0.014; number 6, N, carries -0.027; number 7, H, carries 0.124; number 8, H, carries 0.084

A molecular structure, CH2Cl2N2, computed with ωB97M-V/def2-TZVPD.

Geometry (Å):
C -0.78273 -0.05070 -0.04331
N -0.11317 -1.07712 0.15044
N -2.15668 0.03333 -0.41848
Cl -3.00107 -1.35995 0.03121
Cl -3.11976 1.38413 0.04952
H -0.36315 1.08147 0.09474
H 0.79735 -1.11964 0.43264

Force components x, y, z for each atom (eV/Å):
C 1.78 4.29 1.18
N -4.30 -0.97 -1.09
N 0.29 -0.86 -0.10
Cl -0.46 -1.00 -0.10
Cl 0.91 0.26 0.02
H -0.99 -2.44 -0.50
H 2.76 0.73 0.58

E_HOMO (eV): -9.72
LUMO energy (eV): 0.02
Energy above the lowest of the compared OMol25 structures with the same formula, charge and spin (kJ/mol): 222.7

Atomic charges from the Löwdin analysis, expressed in e, are listed below: number 1, C, carries -0.451; number 2, N, carries 0.102; number 3, N, carries -0.969; number 4, Cl, carries 0.587; number 5, Cl, carries 0.564; number 6, H, carries 0.147; number 7, H, carries 0.020